(A)
DFT (the ωB97M-V functional and the def2-TZVPD basis) results for 2 unconnected molecules or ions with the total composition CH6N2O3S.

```
13
CH6N2O3S | the Open Molecules 2025 dataset | the ωB97M-V functional and the def2-TZVPD basis
C -3.068 0.319 0.549
N -0.996 0.444 -0.243
N 1.263 -0.889 -0.724
O 3.209 -0.320 0.718
O 1.762 1.366 -0.510
O -2.126 1.010 0.014
S 1.721 0.287 0.435
H -4.076 0.633 0.465
H -2.651 -0.611 1.019
H -0.253 1.104 -0.460
H 3.425 -0.953 0.111
H 0.338 -0.563 -0.947
H 1.454 -1.828 -0.427
```

HOMO level (alpha / beta)	-9.24 / -8.66	eV
LUMO (alpha / beta)	-0.07 / -0.33	eV
HOMO-LUMO gap (alpha / beta)	9.169 / 8.332	eV

(B)
DFT (the ωB97M-V functional and the def2-TZVPD basis) results for 2 unconnected molecules or ions with the total composition CH6N2O3S.

```
13
CH6N2O3S | the Open Molecules 2025 dataset | the ωB97M-V functional and the def2-TZVPD basis
C 2.325 -0.207 0.394
S 0.480 -0.282 0.285
O -0.030 -1.523 0.866
O -0.117 0.956 0.786
O 0.277 -0.157 -1.282
H 2.540 0.096 -0.583
H 2.627 0.426 1.230
H 2.500 -1.192 0.564
H -0.599 0.386 -1.374
H -2.852 -1.044 -0.086
N -2.828 0.059 0.065
N -2.067 0.773 -0.602
H -2.258 1.710 -0.263
```

HOMO level	-9.73	eV
LUMO	0.54	eV
HOMO-LUMO gap	10.266	eV
SMILES	CS(=O)(=O)O.[H]/N=N/[H]

Stability, lowest: (A)

(A)
DFT (the ωB97M-V functional and the def2-TZVPD basis) results for 2 unconnected molecules or ions with the total composition C3H7O.

```
11
C3H7O | the Open Molecules 2025 dataset | the ωB97M-V functional and the def2-TZVPD basis
O -0.457 -2.299 -1.010
H -0.218 -1.376 -1.220
C 0.812 0.389 1.346
C 0.555 0.850 0.069
C -0.681 0.976 -0.562
H 1.823 0.204 1.692
H -0.915 -2.162 -0.175
H 0.010 0.032 1.978
H 1.417 1.216 -0.488
H -0.726 1.338 -1.581
H -1.621 0.831 -0.049
```

HOMO level	-1.03	eV
LUMO	4.88	eV
total charge	-1
HOMO-LUMO gap	5.907	eV

(B)
DFT (the ωB97M-V functional and the def2-TZVPD basis) results for a gas-phase ion, C3H7O (charge -1).

```
11
C3H7O | the Open Molecules 2025 dataset | the ωB97M-V functional and the def2-TZVPD basis
C -0.139 1.539 0.315
C 0.167 0.129 0.870
C -0.267 -0.956 -0.099
O 0.339 -0.875 -1.325
H 0.327 2.423 0.854
H 0.400 1.332 -0.602
H -1.284 1.591 0.363
H -0.291 0.000 1.938
H 1.258 0.119 1.086
H -1.438 -0.889 -0.145
H -0.252 -1.847 0.590
```

HOMO level	-2.23	eV
LUMO	4.72	eV
total charge	-1
HOMO-LUMO gap	6.943	eV
SMILES	CCC[O-]

Stability, lowest: (B)

(A)
DFT (the ωB97M-V functional and the def2-TZVPD basis) results for a single CHN3O2 molecule.

```
7
CHN3O2 | the Open Molecules 2025 dataset | the ωB97M-V functional and the def2-TZVPD basis
O 1.257 -0.217 -1.548
C 0.504 -0.217 -0.388
N -0.749 -0.510 -0.478
N -1.416 -0.049 0.481
O -0.472 0.539 1.444
N 0.765 0.463 0.739
H 0.494 -0.597 -2.042
```

HOMO level	-11.08	eV
LUMO	-0.73	eV
HOMO-LUMO gap	10.352	eV
SMILES	Oc1nnon1

(B)
DFT (the ωB97M-V functional and the def2-TZVPD basis) results for a single CHN3O2 molecule.

```
7
CHN3O2 | the Open Molecules 2025 dataset | the ωB97M-V functional and the def2-TZVPD basis
O -1.012 1.409 -0.384
C -0.208 0.409 0.059
N 1.077 0.560 -0.172
N 1.594 -0.724 0.036
N 0.858 -1.590 0.204
O -0.546 -0.954 0.265
H -1.763 0.889 -0.009
```

HOMO level	-11.41	eV
LUMO	-0.08	eV
HOMO-LUMO gap	11.321	eV
SMILES	Oc1nnno1

Stability, lowest: (A)

(A)
DFT (the ωB97M-V functional and the def2-TZVPD basis) results for 2 unconnected molecules or ions with the total composition CH3IO2S.

```
8
CH3IO2S | the Open Molecules 2025 dataset | the ωB97M-V functional and the def2-TZVPD basis
C 1.879 -0.125 -0.584
O 1.130 -1.006 -0.859
O -0.649 1.028 0.448
S -1.341 -0.212 0.204
I -3.753 0.153 0.006
H -1.857 -0.686 1.594
H 2.189 0.322 0.492
H 2.403 0.527 -1.300
```

HOMO level	-9.50	eV
LUMO	-0.71	eV
HOMO-LUMO gap	8.789	eV

(B)
DFT (the ωB97M-V functional and the def2-TZVPD basis) results for a single CH3IO2S molecule.

```
8
CH3IO2S | the Open Molecules 2025 dataset | the ωB97M-V functional and the def2-TZVPD basis
C 0.622 0.128 -0.786
S -0.435 0.137 0.696
O -2.116 0.831 0.335
O 0.295 0.698 1.776
I -0.830 -2.201 1.137
H 1.604 0.456 -0.455
H 0.667 -0.872 -1.205
H 0.194 0.822 -1.497
```

HOMO level	-10.03	eV
LUMO	-1.51	eV
HOMO-LUMO gap	8.513	eV
SMILES	CS(=O)(=O)I

Stability, lowest: (B)

(A)
DFT (the ωB97M-V functional and the def2-TZVPD basis) results for a molecular structure, C3H6O3S.

```
13
C3H6O3S | the Open Molecules 2025 dataset | the ωB97M-V functional and the def2-TZVPD basis
C -1.540 0.063 -0.207
C 0.887 0.319 0.125
C -0.223 -0.358 -0.688
O -4.772 -1.257 0.423
O -5.149 1.192 0.631
O -2.621 -0.035 -0.779
S -4.846 0.034 -0.205
H -1.468 0.518 0.783
H 1.962 -0.127 0.012
H 0.642 0.150 1.125
H 1.035 1.410 -0.130
H -0.402 -1.301 -0.349
H -0.092 -0.373 -1.727
```

HOMO level (alpha / beta)	-5.55 / -10.07	eV
LUMO (alpha / beta)	-1.05 / -4.20	eV
2S+1	3
HOMO-LUMO gap (alpha / beta)	4.501 / 5.869	eV

(B)
DFT (the ωB97M-V functional and the def2-TZVPD basis) results for a single C3H6O3S molecule.

```
13
C3H6O3S | the Open Molecules 2025 dataset | the ωB97M-V functional and the def2-TZVPD basis
C -2.024 -0.298 0.117
C 1.564 0.405 1.052
C -0.124 0.136 -1.605
O -2.839 0.576 0.032
O -0.790 0.022 0.728
O 0.801 -1.942 0.004
S 0.485 -0.527 -0.174
H -2.237 -1.249 -0.311
H 0.899 0.782 1.887
H 2.124 -0.401 1.597
H 2.000 1.202 0.561
H -0.430 1.101 -1.369
H 0.570 0.193 -2.517
```

HOMO level (alpha / beta)	-4.86 / -8.95	eV
LUMO (alpha / beta)	0.16 / -3.64	eV
2S+1	3
HOMO-LUMO gap (alpha / beta)	5.023 / 5.306	eV

Stability, lowest: (B)

(A)
DFT (the ωB97M-V functional and the def2-TZVPD basis) results for 2 unconnected molecules or ions with the total composition C4H8N4O3.

```
19
C4H8N4O3 | the Open Molecules 2025 dataset | the ωB97M-V functional and the def2-TZVPD basis
N -3.280 -0.708 0.365
C -1.989 -0.290 0.055
C -0.863 -1.097 0.061
O -0.913 -2.398 0.274
N 0.395 -0.472 -0.224
O 1.413 -1.183 -0.338
C 0.435 0.861 -0.137
N -0.624 1.658 -0.074
C -1.898 1.136 -0.037
O -2.845 1.879 -0.168
H -3.645 -1.701 0.154
H -3.960 0.034 0.204
H -1.642 -2.936 -0.112
H 1.376 1.292 -0.307
H -0.294 2.672 0.031
N 4.442 0.498 0.104
H 3.795 -0.287 -0.102
H 5.094 0.160 0.910
H 5.001 0.882 -0.660
```

HOMO level	-7.72	eV
LUMO	0.24	eV
HOMO-LUMO gap	7.968	eV
SMILES	Nc1c(O)[n+]([O-])c[nH]c1=O.N

(B)
DFT (the ωB97M-V functional and the def2-TZVPD basis) results for a molecular structure, C4H8N4O3.

```
19
C4H8N4O3 | the Open Molecules 2025 dataset | the ωB97M-V functional and the def2-TZVPD basis
C 0.059 1.025 2.912
C -0.409 0.231 0.538
C -2.413 -0.274 -0.820
C 1.515 0.662 -1.492
N -1.593 0.233 0.278
N 0.349 0.556 1.602
N 0.585 -0.406 -0.960
N 0.899 -1.634 -0.846
O 0.909 1.225 3.701
O 0.232 -2.436 -0.216
O 1.926 -2.056 -1.440
H -0.948 1.236 2.943
H -3.160 0.425 -1.061
H -2.992 -1.149 -0.389
H -1.612 -0.446 -1.530
H 1.090 1.613 -1.327
H 2.420 0.511 -0.810
H 1.858 0.503 -2.564
H 1.285 0.179 1.479
```

HOMO level	-9.72	eV
LUMO	0.40	eV
HOMO-LUMO gap	10.123	eV

Stability, lowest: (B)